one:
The following is a DFT calculation (ωB97M-V/def2-TZVPD) of a structure of composition C5H8O.

Properties
Orbital gap: 9.34 eV
LUMO level: 0.9 eV
Total charge: 0
HOMO level: -8.40 eV

The geometry in XYZ format:
```
14
C5H8O (ωB97M-V/def2-TZVPD)
C 1.68011 0.22655 0.53601
C 0.48618 0.38171 -0.43660
C -0.29057 -0.91470 -0.71316
C -1.46092 -0.41372 0.07538
O -0.94636 0.35431 1.16801
C -1.32909 1.02588 -0.07008
H 1.56707 -0.53547 1.31965
H 1.96172 1.16924 1.00619
H 2.55411 -0.08162 -0.07696
H 0.73628 1.03866 -1.23215
H 0.14554 -1.82932 -0.29451
H -0.47936 -1.04195 -1.78464
H -2.33669 -0.97222 0.37634
H -2.28803 1.59264 0.12653
```

two:
The following is a DFT calculation (ωB97M-V/def2-TZVPD) of the molecule C5H8O.

Properties
Orbital gap: 8.64 eV
LUMO level: 0.3 eV
Total charge: 0
HOMO level: -8.38 eV

The geometry in XYZ format:
```
14
C5H8O (ωB97M-V/def2-TZVPD)
C -1.16351 1.01523 -1.63246
C -0.02394 0.28712 -1.04955
C -0.44074 -0.73066 -0.05040
C 0.40487 -0.69679 1.20532
C 1.77218 -0.18223 1.22057
O 0.68280 0.60803 1.69347
H -2.18535 0.67829 -1.39143
H -1.04441 1.19113 -2.70618
H -1.02053 2.01343 -1.17805
H -1.51212 -0.74041 0.22145
H -0.24711 -1.67558 -0.59482
H 0.11044 -1.40530 1.98137
H 2.45956 -0.51813 1.99629
H 2.20785 0.15589 0.28445
```

How far above the most stable structure does each one sit? In eV: one 0.390; two 0.000.